Density functional theory data (ωB97M-V with the def2-TZVPD basis set) for a 2-piece molecular cluster, C9H19Br2N2 overall in a non-equilibrium geometry.

Values from the calculation:
HOMO level	-13.0810	eV
total charge	+1
E_LUMO	-3.175	eV
relative energy (zero: lowest compared OMol25 entry of this formula, charge and spin)	0.8	kcal/mol

```
32
Properties=species:S:1:pos:R:3:forces:R:3
C -0.6278 -0.5691 -1.7802 -1.97 1.08 -2.90
C -0.4540 0.9975 -1.6991 -3.91 -2.68 2.37
C 0.1133 -0.0297 0.3032 0.25 0.05 -1.46
C -0.8361 -2.9090 0.5956 2.41 -3.69 0.35
C 1.6982 -2.7175 -0.0481 -0.67 3.61 0.32
C 1.6104 2.7313 0.3608 -3.41 3.30 0.93
C -0.7839 2.9197 1.4827 1.84 1.47 -1.95
C 0.2109 -2.4747 -0.4290 1.41 0.86 3.89
C 0.0547 2.4646 0.2528 0.36 2.93 -0.76
N 0.0051 -1.0111 -0.5890 0.48 -1.16 0.03
N -0.1808 1.1524 -0.2286 0.83 -2.07 -0.84
Br 0.6668 -0.2417 2.0448 -0.05 0.25 0.08
Br -2.9273 -0.2309 0.8270 -0.15 -0.04 0.03
H -1.7736 -0.9654 -1.8497 2.67 1.02 0.27
H -0.1273 -0.7868 -2.7838 -0.45 -0.79 1.69
H 0.2120 1.2644 -2.4581 1.56 1.28 -0.32
H -1.4734 1.4051 -1.8106 0.71 0.39 -0.47
H -0.9307 -4.0511 0.6407 0.09 1.41 -0.53
H -0.4874 -2.7332 1.6233 -0.72 0.76 -0.40
H -1.7265 -2.5325 0.2274 -2.05 0.70 0.26
H 1.8432 -3.7157 -0.0859 0.87 -3.31 -0.74
H 2.0275 -2.4697 0.9978 -0.57 0.33 -1.09
H 2.2412 -2.1159 -0.8274 0.19 -0.97 0.96
H 1.8991 2.9703 -0.5926 1.08 1.01 -2.34
H 1.9352 3.5301 1.0776 -0.61 -0.76 -0.66
H 2.0577 1.8687 0.5519 2.09 -3.73 1.37
H -0.1069 2.8140 2.3005 -0.06 0.11 1.04
H -1.5040 2.1707 1.4613 -2.13 -0.56 0.86
H -1.1086 4.0134 1.3494 0.24 -1.91 0.31
H 0.1313 -3.0049 -1.3248 -0.77 -0.05 -1.81
H -0.3903 2.9192 -0.6819 0.85 1.01 1.41
H -4.2301 0.1526 1.1882 -0.41 0.14 0.10
```
Positions in Å, forces in eV/Å.

Results of the natural (NBO) charge analysis, in e, for atoms 1 through 2: C -0.2302; C -0.2291

Density functional theory data (ωB97M-V with the def2-TZVPD basis set) for a 2-piece molecular cluster, C9H19ClN2 overall in a non-equilibrium geometry.

Values from the calculation:
HOMO level (spin up / spin down)	-6.4071 / -6.4049	eV
E_LUMO (spin up / spin down)	0.918 / 0.917	eV

```
31
Properties=species:S:1:pos:R:3:forces:R:3
C 1.2823 0.3788 -0.7515 1.85 -1.24 -0.94
C -2.0121 1.1796 1.7454 -0.39 0.02 2.19
C 1.8171 0.7034 1.5398 0.43 -1.22 -1.30
C 3.7304 -1.5788 -0.4132 -0.45 -1.63 0.67
C 1.3157 -2.3731 0.3363 0.10 -1.85 -2.68
C -3.8727 1.3660 -0.2865 -1.06 2.78 -1.78
C -1.9124 0.3588 -1.7772 -1.90 1.20 0.23
C 2.4595 -1.3689 0.4780 1.19 -0.37 -0.74
C -2.4056 1.4105 -0.6036 -0.27 -3.45 -0.85
N 1.9268 0.0114 0.3462 -1.66 1.82 2.08
N -1.5969 1.0900 0.5738 1.18 0.73 -0.76
Cl 1.3965 2.3474 1.5852 -0.27 0.53 -0.41
H 0.6228 1.2179 -0.7756 0.19 0.34 0.11
H 1.6639 -0.1705 -1.6236 -0.82 0.40 0.17
H -1.3018 1.0367 2.6502 -1.00 0.01 -1.70
H -3.0768 1.4097 2.0394 0.90 -0.08 -0.29
H 2.3791 0.4251 2.3944 0.41 -0.67 0.24
H 4.3355 -2.5073 -0.1737 -0.86 1.01 0.49
H 3.4867 -1.7972 -1.4320 -0.37 0.48 -0.85
H 4.3798 -0.7351 -0.3167 0.38 0.56 -0.12
H 0.5011 -2.0262 0.9409 -0.44 -0.31 0.57
H 1.6492 -3.4451 0.4916 -0.24 1.33 0.78
H 0.8638 -2.5591 -0.7347 1.05 1.19 1.66
H -4.0704 2.2534 0.3768 -0.22 -0.83 -0.61
H -4.4723 1.5103 -1.2379 0.64 0.06 0.99
H -4.2775 0.5204 0.1590 -0.29 -1.83 0.99
H -2.5942 -0.5154 -1.6161 1.02 0.36 -0.49
H -0.8914 0.1900 -1.5484 0.66 -0.86 0.38
H -1.8727 0.6671 -2.8887 -0.80 0.00 1.83
H 2.8404 -1.3817 1.4896 -0.14 -0.23 0.36
H -2.2939 2.3819 -0.9669 1.19 1.74 -0.22
```
Positions in Å, forces in eV/Å.

Results of the natural (NBO) charge analysis, in e, for atoms 1 through 2: C -0.3286; C -0.0400

Density functional theory data (ωB97M-V with the def2-TZVPD basis set) for C9H19F6N4O13PtS6 as an isolated structure in a non-equilibrium geometry.

Values from the calculation:
HOMO level (spin up / spin down)	-7.5508 / -7.5472	eV
total charge	-1
2S+1	3
E_LUMO (spin up / spin down)	1.170 / -0.620	eV
relative energy (zero: lowest compared OMol25 entry of this formula, charge and spin)	69.3	kcal/mol

```
58
Properties=species:S:1:pos:R:3:forces:R:3
Pt 0.2836 -0.0625 1.2655 -0.17 0.40 -0.13
N 2.0978 -0.7797 2.0641 2.42 -1.72 0.39
S 2.9500 0.0381 3.1167 0.12 5.18 3.43
O 3.9613 0.8543 2.4609 -1.16 -1.28 0.81
O 3.1930 -0.5352 4.4018 0.64 -0.61 -1.06
F 1.7928 1.0494 3.5925 0.03 0.18 -1.18
S 3.3114 -1.9313 1.7710 -2.19 -5.01 -2.50
O 3.6725 -2.7435 2.8956 0.08 1.58 -0.51
O 4.2499 -1.6728 0.7292 -0.06 1.12 0.63
F 2.2848 -2.9057 1.0060 0.24 0.60 0.17
N -2.0741 -3.7852 2.8501 1.88 -0.46 -2.91
S -0.7719 -3.5288 1.8461 3.99 -0.99 4.79
O -0.5191 -2.1382 1.5610 -0.76 -0.35 -0.73
O -0.2668 -4.5479 0.9749 -1.45 0.92 -0.55
F 0.2638 -3.7437 3.0827 -0.42 0.44 -0.48
S -3.1021 -4.0059 1.6692 -4.88 0.19 -0.36
O -3.1333 -5.2402 0.9172 0.53 1.23 0.75
O -3.3309 -2.7446 0.9795 0.25 -1.35 -0.17
F -4.4091 -4.1544 2.6147 0.70 0.07 -0.38
N -1.0942 1.4066 1.8208 -2.72 0.31 2.49
S -2.5955 1.1813 2.6693 -0.25 -5.29 1.24
O -3.7115 1.2599 1.7972 0.14 0.91 0.27
O -2.6319 1.5655 4.0552 0.32 0.32 -1.86
F -2.3275 -0.4033 2.6969 -0.22 0.93 0.46
S -1.2276 2.9643 1.7942 3.06 6.39 -4.16
O -0.8971 3.8157 2.9150 -0.66 -2.04 -0.60
O -2.2133 3.4679 0.8518 -0.01 -1.01 1.70
F 0.0771 3.1546 0.8163 0.08 -0.25 0.81
C 2.3252 0.2582 -2.7298 -0.50 0.42 -0.10
C 1.4669 1.0330 -1.6982 0.55 0.68 1.37
C 1.0690 2.4860 -2.0827 -1.08 -0.10 -0.83
C -0.1744 2.5653 -2.9464 -0.07 0.18 0.42
C -1.3460 1.8150 -2.3172 -0.51 0.30 -0.96
C -1.0601 0.4281 -1.7806 -0.90 -1.99 -1.67
N 0.2863 0.2687 -1.1546 -0.08 1.50 1.14
O 0.6684 -1.0521 -0.8642 -0.25 -0.08 -1.60
C -2.2055 -0.1391 -0.9486 0.43 -0.07 1.66
C -1.1131 -0.5177 -3.0400 2.11 0.50 -0.25
C 2.3796 1.2816 -0.4851 1.20 -0.68 -0.58
H 2.8861 -0.5663 -2.2909 -0.01 0.17 0.32
H 3.0276 1.0164 -3.0750 0.17 -0.27 -0.27
H 1.8009 -0.1742 -3.5832 -0.17 0.36 -0.08
H 0.8167 3.1189 -1.2341 0.52 -0.47 0.46
H 1.8755 2.9805 -2.6264 0.31 -0.27 0.22
H 0.0873 2.2379 -3.9559 -0.44 -0.14 -0.06
H -0.5338 3.5961 -2.9770 0.39 0.12 -0.41
H -2.0192 1.6630 -3.1677 -0.18 -0.26 0.15
H -1.9909 2.4250 -1.6820 0.72 0.09 0.66
H -2.3320 0.2329 0.0694 0.28 0.63 -0.26
H -3.1731 0.0557 -1.4053 0.11 -0.33 -0.37
H -2.0209 -1.1933 -0.7281 -0.40 -0.17 -0.56
H -0.3086 -0.2455 -3.7374 -0.12 0.28 -0.03
H -0.8258 -1.5336 -2.7627 -0.91 -0.26 -0.11
H -2.0171 -0.4221 -3.6309 -0.33 -0.39 0.48
H 1.8160 1.6832 0.3537 0.19 0.14 0.05
H 3.1844 1.9645 -0.7719 -0.31 0.41 0.06
H 2.9728 0.3997 -0.2338 -0.48 -0.19 0.37
H 0.6255 -1.5010 -1.7283 0.22 -0.51 0.42
```
Positions in Å, forces in eV/Å.

Results of the natural (NBO) charge analysis, in e, for atoms 1 through 2: Pt 1.3420; N -1.2047

Density functional theory data (ωB97M-V with the def2-TZVPD basis set) for C9H19FeN4O8P2 as an isolated structure.

Values from the calculation:
HOMO level (spin up / spin down)	-9.9191 / -9.9514	eV
total charge	+1
2S+1	5
E_LUMO (spin up / spin down)	-2.405 / -2.424	eV
relative energy (zero: lowest compared OMol25 entry of this formula, charge and spin)	92.7	kcal/mol

```
43
Properties=species:S:1:pos:R:3:forces:R:3
Fe 0.0009 0.1218 0.1786 0.11 0.14 -0.02
O -2.0052 -2.4481 0.4254 0.01 -0.03 0.10
C -0.7396 -3.0883 0.3464 0.06 -0.22 -0.04
C 1.0497 -1.8260 1.6953 0.05 -0.41 0.00
C 2.2005 -2.7482 1.8770 -0.06 -0.05 0.00
C 3.4239 -2.2373 2.1070 0.00 0.05 0.02
C 3.6502 -0.8225 2.1470 -0.08 0.05 -0.05
C 2.6197 -0.0195 1.7883 0.13 -0.03 -0.03
N 1.3678 -0.4685 1.4980 0.06 0.06 0.06
H -2.4089 -2.3988 -0.4466 0.04 0.04 -0.02
H -0.6446 -3.5884 -0.6167 0.03 0.01 0.03
H -0.6745 -3.8101 1.1577 0.02 0.05 0.06
H 2.0126 -3.8127 1.8239 0.01 -0.01 0.01
H 4.2593 -2.9134 2.2385 0.02 -0.01 0.00
H 4.6234 -0.4137 2.3647 0.01 0.01 0.00
H 2.7504 1.0495 1.6711 0.01 0.02 0.04
N -2.5615 -1.4510 2.9756 -0.24 0.17 0.09
C -1.3610 -0.7124 3.5229 0.10 0.03 -0.12
C -1.5685 -0.5918 5.0323 0.17 0.11 0.05
P -1.3371 0.9426 2.6894 -0.04 -0.04 0.12
O -2.7269 1.5175 3.2485 -0.07 -0.02 -0.08
O -0.1901 1.7904 3.0581 0.02 0.07 0.01
O -1.5940 0.6107 1.2196 -0.02 -0.23 -0.03
P 0.0177 -1.9686 3.2610 0.07 0.11 -0.22
O 1.0722 -1.4431 4.3226 -0.21 -0.06 0.15
O -0.6216 -3.2829 3.5203 -0.05 -0.04 0.00
O 0.3018 -2.1447 0.4252 -0.37 0.55 0.05
H -3.4188 -1.0739 3.3823 0.00 0.04 -0.04
H -2.4514 -2.4446 3.2348 0.02 -0.04 -0.07
H -2.6087 -1.3809 1.9472 0.10 -0.18 0.02
H -2.4995 -0.0620 5.2341 -0.03 -0.01 0.02
H -0.7493 -0.0247 5.4689 -0.02 -0.01 0.00
H -1.5992 -1.5745 5.5053 0.00 0.00 0.00
H -2.6230 2.3683 3.6938 0.00 -0.05 0.01
H 1.5543 -2.1467 4.7790 0.09 0.02 -0.10
N 0.7792 3.2732 0.7187 -0.09 0.13 -0.05
C 0.6162 2.9110 -0.5579 0.08 -0.01 0.03
N 0.6568 3.8494 -1.5166 0.06 -0.03 0.03
O 0.4419 1.7096 -0.9014 -0.09 -0.07 -0.11
H 0.8359 4.2486 0.9583 0.02 -0.01 0.00
H 0.5312 2.6414 1.4796 0.05 -0.07 0.07
H 0.8806 4.8085 -1.3219 -0.01 0.00 0.00
H 0.6366 3.5420 -2.4729 0.00 0.00 0.00
```
Positions in Å, forces in eV/Å.

Results of the natural (NBO) charge analysis, in e, for atoms 1 through 2: Fe 1.5439; O -0.7695

Density functional theory data (ωB97M-V with the def2-TZVPD basis set) for an isolated ion of composition C9H19N2 and charge +1 in a non-equilibrium geometry.

Values from the calculation:
HOMO level (spin up / spin down)	-10.9130 / -9.3040	eV
total charge	+1
E_LUMO (spin up / spin down)	-2.478 / -3.760	eV
relative energy (zero: lowest compared OMol25 entry of this formula, charge and spin)	125.7	kcal/mol

```
30
Properties=species:S:1:pos:R:3:forces:R:3
C 0.5521 -1.3341 -1.7771 0.30 -0.97 -0.61
C -1.2749 0.1381 -0.8185 -0.17 -2.04 -1.01
C 1.8702 -1.0871 -2.5099 2.18 1.04 3.01
C -0.0914 0.0163 -1.8162 -0.70 1.99 1.71
C 1.0458 1.0621 -1.7198 -1.52 -0.85 0.49
C 0.2457 0.3232 1.1765 -0.83 -0.38 -0.17
C 0.9573 -0.6022 2.1785 -3.18 0.55 0.40
C 0.3183 1.7610 1.4903 -2.34 -0.98 2.37
C -2.5242 0.0589 1.3744 -0.02 -1.53 -2.00
N -1.1260 -0.2136 0.6810 1.11 0.95 -1.04
N 2.0931 0.3883 -2.1607 1.60 -0.14 -0.60
H -0.0284 -2.1463 -2.2242 -0.12 0.40 -0.39
H 0.6361 -1.6691 -0.7392 0.81 0.29 -0.03
H -1.6868 1.1141 -0.8663 -0.59 0.79 0.02
H -1.9434 -0.6352 -1.2982 -0.18 1.02 1.05
H 2.7786 -1.6572 -2.1790 -0.97 0.39 0.53
H 1.9937 -1.2309 -3.5375 -1.01 0.08 -1.91
H -0.5394 0.2045 -2.7852 -0.47 -0.11 -0.41
H 0.9251 2.2144 -1.7999 0.39 -2.25 0.41
H 0.9379 -0.1414 3.1621 0.12 0.25 0.33
H 1.9275 -0.6328 1.8523 2.59 -0.61 -0.50
H 0.5215 -1.6041 2.3806 0.29 0.38 -0.71
H -0.1559 2.0805 2.4924 -0.25 -0.44 -1.30
H 0.0302 2.3696 0.6951 -0.48 1.30 -1.07
H 1.2846 1.9153 1.7761 3.03 0.76 0.11
H -2.4576 -0.2883 2.3743 0.20 0.02 0.97
H -2.8866 1.0941 1.2861 0.78 -0.34 -0.01
H -3.2818 -0.6191 0.8480 1.13 0.97 0.58
H -0.8123 -1.1871 0.7286 -1.26 -0.15 0.04
H 3.0203 0.8166 -2.1770 -0.44 -0.38 -0.25
```
Positions in Å, forces in eV/Å.

Results of the natural (NBO) charge analysis, in e, for atoms 1 through 2: C -0.4274; C -0.1937

Density functional theory data (ωB97M-V with the def2-TZVPD basis set) for C9H19N2O as an isolated structure in a non-equilibrium geometry.

Values from the calculation:
HOMO level	-13.0713	eV
total charge	+1
E_LUMO	-2.545	eV
relative energy (zero: lowest compared OMol25 entry of this formula, charge and spin)	92.0	kcal/mol

```
31
Properties=species:S:1:pos:R:3:forces:R:3
C -0.8311 -1.3521 -0.0479 -2.70 -0.34 -0.55
C 1.2695 -0.3698 0.2589 0.52 -0.50 -0.85
C 0.4452 0.7967 -0.3204 -3.08 -0.02 0.34
C -1.8375 -2.4405 -0.0149 1.03 -2.83 -1.11
C 2.6402 -0.4626 -0.4478 -0.93 -2.71 0.14
C 1.6492 -0.4470 1.7482 -0.31 -1.95 -1.95
C 0.4906 2.1130 0.3794 3.76 -3.51 1.16
C 0.3537 1.0856 -1.7979 0.94 -0.29 0.38
C -3.0072 1.3644 0.1224 -1.05 1.42 1.73
N 0.4666 -1.5892 -0.0295 0.88 -0.61 0.30
N -1.2170 -0.1220 -0.1796 3.93 2.00 1.38
O -2.4462 0.2604 -0.5700 -0.69 -0.75 -0.50
H -2.1143 -2.7421 -1.1245 0.24 0.73 2.33
H -2.7098 -2.1895 0.6128 0.42 -0.18 -0.57
H -1.2518 -3.3637 0.4155 -1.55 1.52 -0.68
H 3.3396 -0.0129 0.2309 0.81 -0.15 -0.19
H 2.6846 -0.0314 -1.4162 0.04 0.40 -0.81
H 2.7598 -1.6170 -0.5890 0.60 2.18 0.36
H 1.9842 -1.5158 1.8280 0.79 1.17 0.08
H 0.8346 -0.5175 2.3787 -1.93 0.80 1.49
H 2.3676 0.2916 1.9640 0.81 0.56 0.85
H 1.5873 2.1301 0.6802 -0.96 0.69 -0.49
H 0.0183 2.0887 1.2869 -1.58 0.45 2.14
H 0.2680 2.7992 -0.3214 -0.88 2.94 -1.51
H 0.1772 0.1010 -2.1512 -0.03 -0.61 -1.69
H 1.3470 1.4847 -2.1110 -0.86 -0.19 -0.17
H -0.4787 1.7873 -2.0581 0.80 -0.70 0.38
H -2.2554 2.1812 0.2761 -0.80 -0.45 -0.84
H -3.3790 1.2034 1.1807 0.66 -0.79 -0.96
H -3.9752 1.6403 -0.4058 1.73 -0.13 0.13
H 0.8199 -2.5546 0.2223 -0.61 1.86 -0.34
```
Positions in Å, forces in eV/Å.

Results of the natural (NBO) charge analysis, in e, for atoms 1 through 2: C 0.4853; C 0.0433